Record 1
{"formula": "C30H42FN6O5Zr", "method": "ωB97M-V/def2-TZVPD", "total_energy_ev": -54967.04409, "gap_ev": 8.0, "charge": 1, "relative_energy_kj_mol": 58.8, "species": ["Zr", "O", "C", "C", "N", "C", "C", "O", "O", "C", "C", "O", "O", "H", "H", "H", "H", "H", "H", "H", "H", "H", "C", "C", "C", "C", "C", "C", "C", "C", "C", "C", "C", "C", "N", "C", "C", "C", "C", "C", "C", "F", "H", "H", "H", "H", "H", "H", "H", "H", "H", "H", "H", "H", "H", "H", "H", "H", "H", "H", "H", "H", "H", "C", "N", "C", "N", "C", "N", "C", "N", "C", "C", "H", "H", "H", "H", "H", "H", "H", "H", "H", "H", "H", "H"], "xyz": [[-0.2232, 0.3757, -0.0355], [-0.5831, -1.7506, 0.9139], [0.4059, -2.1654, 1.8825], [1.7728, -1.6957, 1.4332], [1.7793, -0.2377, 1.1088], [1.7465, 0.5653, 2.3586], [0.3298, 0.7055, 2.9121], [0.1003, 0.8535, 4.0775], [-0.5865, 0.6477, 1.9548], [2.9468, 0.1065, 0.2523], [2.5391, 0.5844, -1.1402], [3.2780, 0.5653, -2.0749], [1.2798, 1.0455, -1.1704], [-0.8354, -2.4748, 0.3242], [0.0949, -1.7483, 2.8377], [0.3958, -3.2505, 1.9725], [2.5153, -1.8993, 2.2101], [2.0680, -2.2287, 0.5332], [2.3800, 0.1289, 3.1332], [2.1157, 1.5679, 2.1378], [3.5187, 0.9125, 0.7131], [3.6169, -0.7441, 0.1458], [-4.3196, -1.6771, -0.5896], [-4.3583, -0.1764, -0.3080], [-3.7111, 0.1412, 1.0308], [-3.8097, 0.6909, -1.4347], [-4.6603, 1.6789, -1.9296], [-4.3008, 2.4809, -2.9975], [-3.0808, 2.2823, -3.6181], [-2.1807, 1.3305, -3.1532], [-0.8847, 1.1293, -3.9296], [-1.1973, 0.5551, -5.3162], [-0.0534, 2.4077, -4.0741], [-2.5404, 0.5622, -2.0264], [-1.5592, -0.3589, -1.4983], [-1.2989, -1.4792, -2.3011], [-2.1735, -2.0101, -3.2510], [-1.8058, -3.1127, -4.0094], [-0.5650, -3.7163, -3.8532], [0.3341, -3.2066, -2.9245], [-0.0751, -2.1206, -2.1957], [0.8068, -1.5454, -1.2747], [-4.8699, -2.2114, 0.1864], [-3.2992, -2.0609, -0.5987], [-4.7743, -1.9211, -1.5501], [-5.4122, 0.1022, -0.2355], [-2.6548, -0.1210, 0.9836], [-4.1294, -0.4504, 1.8460], [-3.7923, 1.1975, 1.2933], [-5.6364, 1.7983, -1.4747], [-4.9832, 3.2373, -3.3622], [-2.8178, 2.8847, -4.4787], [-0.2677, 0.4037, -3.3999], [-1.7060, 1.2936, -5.9388], [-1.8349, -0.3285, -5.2597], [-0.2720, 0.2751, -5.8214], [-0.6590, 3.2543, -4.4047], [0.7307, 2.2582, -4.8175], [0.4488, 2.6782, -3.1453], [-3.1375, -1.5414, -3.3980], [-2.5028, -3.5024, -4.7392], [-0.2877, -4.5691, -4.4563], [1.3244, -3.6190, -2.7869], [-1.3934, 3.3904, -0.6544], [-0.3155, 2.8999, 0.2848], [-0.7121, 3.3796, 1.6585], [-0.8847, 4.8122, 1.7097], [-1.9259, 5.2074, 0.7591], [-1.5683, 4.8225, -0.6072], [-0.2968, 5.4607, -0.9596], [0.7705, 5.0727, -0.0305], [0.9390, 3.6404, -0.0935], [0.3704, 5.4550, 1.3240], [-2.3285, 2.8934, -0.3807], [-1.1175, 3.0887, -1.6622], [0.0721, 3.0997, 2.3619], [-1.6330, 2.8749, 1.9451], [-2.0589, 6.2881, 0.8051], [-2.8663, 4.7262, 1.0341], [-0.4190, 6.5432, -0.9289], [-0.0157, 5.1668, -1.9724], [1.7296, 3.3361, 0.5984], [1.2173, 3.3418, -1.1004], [0.2461, 6.5368, 1.3692], [1.1548, 5.1635, 2.0257]], "atomic_forces_ev_per_a": [[-0.253, 0.476, -0.115], [-0.048, 0.084, -0.179], [-0.108, -0.089, -0.040], [0.090, 0.163, -0.008], [-0.059, -0.132, -0.030], [0.023, -0.098, 0.153], [-0.286, -0.167, -0.270], [0.109, 0.091, 0.040], [0.158, -0.063, 0.278], [0.138, -0.090, 0.042], [-0.382, 0.101, 0.010], [0.095, 0.050, 0.010], [0.401, -0.198, 0.102], [0.046, 0.023, 0.053], [0.039, 0.025, 0.013], [0.011, 0.000, 0.013], [-0.014, -0.034, 0.014], [-0.021, -0.045, 0.006], [0.113, 0.043, -0.063], [-0.033, 0.031, 0.036], [0.051, -0.017, -0.018], [0.028, 0.013, -0.001], [0.040, -0.049, -0.022], [-0.059, 0.051, -0.068], [0.222, 0.038, -0.031], [-0.108, 0.084, 0.000], [0.002, -0.049, 0.032], [0.000, -0.012, -0.004], [0.023, 0.035, 0.004], [-0.038, 0.107, -0.087], [0.006, -0.060, 0.067], [-0.037, -0.024, -0.065], [0.016, 0.051, -0.045], [0.217, -0.066, 0.150], [0.101, -0.145, -0.010], [-0.083, 0.133, 0.138], [-0.001, -0.134, 0.005], [-0.014, 0.040, 0.057], [0.031, -0.034, -0.016], [-0.034, 0.005, 0.004], [-0.012, -0.028, 0.017], [0.027, -0.005, -0.106], [-0.005, 0.010, -0.006], [0.016, 0.004, 0.011], [-0.025, 0.025, 0.006], [-0.009, -0.032, 0.032], [0.057, -0.044, 0.168], [-0.079, 0.018, -0.025], [-0.031, 0.010, -0.011], [0.003, 0.016, -0.006], [0.011, 0.001, -0.001], [-0.010, -0.009, -0.007], [0.025, 0.043, -0.038], [-0.005, 0.020, 0.012], [0.045, 0.058, 0.012], [0.001, 0.003, -0.005], [0.012, -0.024, -0.002], [0.000, -0.028, 0.017], [-0.045, 0.002, 0.048], [0.004, 0.004, 0.008], [0.007, -0.006, -0.002], [-0.005, 0.003, 0.005], [-0.004, -0.004, -0.003], [0.017, -0.023, 0.031], [-0.394, -0.222, -0.269], [0.057, -0.013, -0.010], [-0.040, -0.032, -0.027], [0.008, 0.015, 0.013], [0.026, -0.014, 0.002], [0.012, 0.004, 0.015], [-0.035, -0.011, -0.052], [-0.003, -0.058, 0.063], [0.012, 0.031, 0.027], [-0.024, 0.046, -0.027], [-0.005, 0.036, -0.034], [-0.007, 0.006, 0.008], [-0.009, 0.017, 0.013], [-0.001, -0.001, -0.007], [0.003, -0.001, -0.001], [-0.004, 0.000, 0.005], [0.000, -0.002, 0.002], [0.009, 0.006, -0.011], [0.014, 0.034, -0.019], [0.013, -0.002, -0.007], [-0.009, 0.010, 0.004]]}

Record 2
{"formula": "C11H10BrNO2", "method": "ωB97M-V/def2-TZVPD", "total_energy_ev": -87193.43036, "gap_ev": [8.1, 8.1], "charge": 0, "relative_energy_kj_mol": 217.4, "species": ["C", "C", "C", "C", "C", "C", "C", "C", "C", "C", "C", "N", "O", "O", "Br", "H", "H", "H", "H", "H", "H", "H", "H", "H", "H"], "xyz": [[-2.5990, 2.2040, 0.6555], [-3.2047, 1.0052, 0.2271], [-1.2327, 2.2070, 0.6887], [-2.3967, -0.0184, -0.2189], [-0.4357, 1.2929, 0.0326], [-1.0116, 0.0503, -0.3961], [1.0549, 1.5543, 0.2159], [2.0101, 0.6269, -0.0767], [1.3256, -1.5067, 1.0826], [-0.2679, -1.1539, -0.9643], [1.0689, -1.4792, -0.3407], [1.8804, -2.2226, -1.1228], [2.6438, -1.6195, 1.6038], [0.4118, -1.4081, 1.8281], [3.7901, 0.9131, -0.4114], [-3.2487, 3.0322, 0.7972], [-4.2911, 0.9593, 0.1604], [-0.8999, 3.2109, 1.0427], [-2.9481, -0.8582, -0.4870], [1.3070, 2.5532, 0.5393], [-0.8529, -2.0888, -0.8778], [-0.1272, -0.9436, -2.0413], [3.4174, -1.5688, 1.0962], [2.7618, -2.5076, -0.8817], [1.8444, -2.2338, -2.1516]], "atomic_forces_ev_per_a": [[-1.312, -2.715, -1.022], [0.419, 1.698, 0.133], [-0.451, 3.235, -0.368], [0.393, 0.452, -0.158], [2.015, -1.882, 1.711], [-0.387, 1.071, 0.998], [0.565, -1.797, -1.387], [-3.960, -0.525, -0.080], [1.670, 0.314, 0.775], [-0.006, 0.460, 0.368], [2.327, 2.434, -2.049], [-1.565, -0.246, -2.480], [-3.539, -0.602, 1.373], [-0.542, -0.090, 1.271], [0.709, -0.048, 0.184], [-0.011, 0.773, 0.777], [0.268, -0.315, 0.101], [0.808, -1.123, -0.264], [-0.410, -1.829, -0.624], [0.094, 0.304, -0.150], [-0.148, 0.563, -0.030], [0.246, -0.337, 0.383], [1.227, 0.406, -1.898], [2.275, -0.655, 1.484], [-0.687, 0.453, 0.951]]}

Record 3
{"formula": "C5H8P2", "method": "ωB97M-V/def2-TZVPD", "total_energy_ev": -23889.54605, "gap_ev": 9.4, "smiles": "[PH2]#[PH]C1C=CC=C1", "charge": 0, "relative_energy_kj_mol": 99.0, "species": ["P", "P", "C", "C", "C", "C", "C", "H", "H", "H", "H", "H", "H", "H", "H"], "xyz": [[1.3101, 0.3211, -2.1310], [-0.7915, -0.2306, -1.9284], [-0.7384, -0.2892, -0.0623], [-0.6417, 1.0191, 0.6897], [-0.1184, 0.7701, 1.8872], [0.3061, -0.5830, 1.9868], [0.1395, -1.2087, 0.7989], [1.1363, 0.2168, -3.5280], [1.2670, 1.6986, -2.4520], [-0.3466, -1.5729, -1.9616], [-1.8528, -0.4286, 0.2628], [-0.8407, 2.0217, 0.4255], [-0.0468, 1.5509, 2.5430], [0.7499, -1.0972, 2.8004], [0.4678, -2.1884, 0.6691]], "atomic_forces_ev_per_a": [[0.656, 0.293, -0.792], [0.218, -0.111, 1.016], [-1.447, 0.360, 0.554], [0.673, -0.913, -0.038], [-0.326, -0.311, -0.915], [0.493, -0.950, -1.096], [-1.634, 2.118, 0.666], [0.395, -0.610, -0.285], [-0.385, 0.297, 0.603], [-0.218, -0.145, -0.434], [1.493, -0.610, -0.599], [-0.829, 0.633, -0.829], [0.472, 1.472, 2.095], [0.416, 0.000, 0.823], [0.024, -1.523, -0.770]]}

Record 4
{"formula": "C2H8IN2", "method": "ωB97M-V/def2-TZVPD", "total_energy_ev": -13277.45436, "gap_ev": 9.6, "charge": 1, "relative_energy_kj_mol": 66.8, "species": ["C", "C", "N", "N", "I", "H", "H", "H", "H", "H", "H", "H", "H"], "xyz": [[-1.2185, 1.2202, 0.1097], [0.4077, -0.2169, 0.9879], [0.9790, -1.4362, 1.2536], [-0.6389, -0.0766, 0.2492], [1.0275, 0.0339, -2.6157], [-1.6548, 1.4601, 1.0768], [-0.6734, 2.0225, -0.3073], [-2.0273, 0.9743, -0.5899], [0.8381, 0.7529, 1.4731], [0.7345, -2.2634, 0.6678], [1.8105, -1.5346, 1.8689], [1.6813, -0.1982, -3.9701], [-1.2657, -0.7380, -0.2040]], "atomic_forces_ev_per_a": [[-2.917, -0.213, -0.011], [2.114, -1.876, 1.606], [-0.188, 1.228, -0.570], [0.461, 0.363, -0.327], [-0.839, 0.304, 1.771], [-0.143, 0.547, -0.135], [1.201, 0.496, -0.328], [-0.181, 1.014, 0.214], [-0.729, -2.066, -0.892], [0.214, 1.056, 0.843], [-1.035, 0.355, -0.823], [0.885, -0.320, -1.841], [1.157, -0.888, 0.494]]}

Copy entry 2 word for word.
{"formula": "C11H10BrNO2", "method": "ωB97M-V/def2-TZVPD", "total_energy_ev": -87193.43036, "gap_ev": [8.1, 8.1], "charge": 0, "relative_energy_kj_mol": 217.4, "species": ["C", "C", "C", "C", "C", "C", "C", "C", "C", "C", "C", "N", "O", "O", "Br", "H", "H", "H", "H", "H", "H", "H", "H", "H", "H"], "xyz": [[-2.5990, 2.2040, 0.6555], [-3.2047, 1.0052, 0.2271], [-1.2327, 2.2070, 0.6887], [-2.3967, -0.0184, -0.2189], [-0.4357, 1.2929, 0.0326], [-1.0116, 0.0503, -0.3961], [1.0549, 1.5543, 0.2159], [2.0101, 0.6269, -0.0767], [1.3256, -1.5067, 1.0826], [-0.2679, -1.1539, -0.9643], [1.0689, -1.4792, -0.3407], [1.8804, -2.2226, -1.1228], [2.6438, -1.6195, 1.6038], [0.4118, -1.4081, 1.8281], [3.7901, 0.9131, -0.4114], [-3.2487, 3.0322, 0.7972], [-4.2911, 0.9593, 0.1604], [-0.8999, 3.2109, 1.0427], [-2.9481, -0.8582, -0.4870], [1.3070, 2.5532, 0.5393], [-0.8529, -2.0888, -0.8778], [-0.1272, -0.9436, -2.0413], [3.4174, -1.5688, 1.0962], [2.7618, -2.5076, -0.8817], [1.8444, -2.2338, -2.1516]], "atomic_forces_ev_per_a": [[-1.312, -2.715, -1.022], [0.419, 1.698, 0.133], [-0.451, 3.235, -0.368], [0.393, 0.452, -0.158], [2.015, -1.882, 1.711], [-0.387, 1.071, 0.998], [0.565, -1.797, -1.387], [-3.960, -0.525, -0.080], [1.670, 0.314, 0.775], [-0.006, 0.460, 0.368], [2.327, 2.434, -2.049], [-1.565, -0.246, -2.480], [-3.539, -0.602, 1.373], [-0.542, -0.090, 1.271], [0.709, -0.048, 0.184], [-0.011, 0.773, 0.777], [0.268, -0.315, 0.101], [0.808, -1.123, -0.264], [-0.410, -1.829, -0.624], [0.094, 0.304, -0.150], [-0.148, 0.563, -0.030], [0.246, -0.337, 0.383], [1.227, 0.406, -1.898], [2.275, -0.655, 1.484], [-0.687, 0.453, 0.951]]}